1.
DFT (ωB97M-V/def2-TZVPD) results for a molecular structure, C19H29Br2N4O4ReS.

Positions of all 60 atoms, in Å:
Re 0.10216 -0.51486 0.32646
Br 3.19482 -1.83051 0.14970
Br 2.05210 1.14080 -0.23322
S -1.61243 2.32645 -0.07830
O 0.69144 -0.86232 2.20689
O -2.66912 2.16116 -1.02015
O -0.27126 2.64018 -0.46406
O 0.32253 -1.19620 -1.43978
N -0.32775 -0.77054 -3.56606
N -1.73573 -1.48667 0.60827
N 1.01131 -2.59174 -3.05782
N -1.36540 0.64349 0.45837
C -3.77608 -0.24103 0.74774
C -2.89148 4.89866 3.37308
C 0.32662 -1.51297 -2.70637
C -2.41413 -0.31761 0.61893
C -1.10496 0.42058 -3.21084
C -3.46578 3.45782 1.51600
C 3.65275 -0.00338 -0.21014
C -1.53316 4.69055 3.10176
C -0.86723 -1.76477 3.92129
C 0.25046 -2.08042 2.96994
C 0.68083 1.34508 3.32954
C -4.44789 -1.45924 0.86335
C -3.31002 5.82067 4.47330
C -3.75680 -2.66621 0.84336
C 1.47992 0.10242 3.05136
C -1.12854 3.87869 2.06444
C -2.38162 -2.65388 0.71252
C -2.10346 3.24807 1.28545
C -3.84426 4.27311 2.56195
H 2.38840 0.29708 2.49035
H -0.46383 1.18579 -2.77620
H 0.41187 1.86057 2.40402
H -0.27985 -1.03054 -4.54149
H 1.30186 2.02418 3.91642
H -4.28023 -3.60831 0.92248
H 1.14970 -2.43367 3.47082
H -3.25573 6.85402 4.12167
H -1.91108 0.16239 -2.52757
H -4.33323 5.63183 4.79011
H -0.01810 -2.80013 2.20399
H -4.20960 3.04952 0.84744
H -1.72755 -1.32530 3.41396
H -1.18706 -2.70194 4.38101
H -0.78972 5.19919 3.70195
H -2.64812 5.73702 5.33395
H -0.22362 1.13879 3.89913
H 1.73836 -0.45628 3.94706
H -5.52599 -1.46176 0.96138
H -1.79226 -3.56087 0.68104
H -4.29935 0.69992 0.73990
H 1.05809 -2.90785 -4.01510
H 4.09991 0.07798 -1.19370
H 1.52406 -3.11040 -2.36444
H -0.54832 -1.10470 4.72652
H -4.89581 4.45807 2.73844
H -1.54620 0.81428 -4.12114
H -0.07849 3.76694 1.82713
H 4.30698 0.37024 0.56939

Forces on the atoms, in the same order (eV/Å):
Re 0.6012 -0.0035 -0.0460
Br -0.0908 0.0118 0.0672
Br 0.0167 -0.1196 0.0550
S -0.0603 -0.0935 -0.0012
O -0.1582 0.1304 0.0925
O 0.0469 0.0168 0.0505
O -0.0037 0.1077 -0.0496
O -0.2827 0.0861 -0.1489
N -0.0055 0.0320 -0.0510
N -0.0543 -0.0506 0.0361
N -0.0076 0.0295 -0.0061
N -0.1264 -0.1611 -0.0242
C 0.0545 0.0027 -0.0029
C -0.0271 -0.0061 0.0007
C 0.0683 -0.0401 0.0706
C 0.0240 -0.0266 0.0332
C -0.0119 0.0092 -0.0065
C 0.0310 0.0324 -0.0414
C -0.0261 0.0727 0.0011
C 0.0272 -0.0285 -0.0017
C -0.0242 -0.0185 0.0241
C 0.0689 0.0229 -0.0002
C 0.0745 -0.0307 -0.1016
C -0.0100 -0.0115 0.0009
C -0.0004 0.0019 -0.0031
C -0.0227 0.0027 0.0060
C -0.0730 0.0153 -0.0038
C -0.0067 0.0648 -0.0036
C 0.0411 0.0242 -0.0003
C 0.0017 -0.0132 -0.0138
C 0.0131 0.0137 0.0223
H 0.0377 -0.0096 -0.0279
H -0.0003 -0.0026 0.0108
H 0.0807 -0.1355 0.1277
H -0.0185 -0.0024 0.0011
H 0.0023 0.0065 0.0033
H -0.0006 0.0001 0.0013
H 0.0109 -0.0117 -0.0202
H -0.0022 0.0012 -0.0006
H -0.0096 0.0033 0.0113
H 0.0019 -0.0008 -0.0009
H -0.0452 -0.0194 -0.0530
H -0.0273 -0.0721 -0.0244
H 0.0129 -0.0095 -0.0015
H -0.0023 0.0112 0.0144
H 0.0030 0.0103 0.0018
H 0.0016 0.0018 0.0012
H -0.0172 -0.0188 -0.0164
H -0.0245 0.0193 0.0229
H 0.0002 0.0031 0.0002
H 0.0034 0.0035 0.0048
H -0.0338 0.0898 0.0006
H 0.0012 0.0062 0.0006
H 0.0068 -0.0157 -0.0019
H 0.0120 -0.0066 0.0135
H -0.0016 0.0005 -0.0030
H 0.0015 -0.0052 0.0017
H 0.0101 0.0014 -0.0033
H -0.0773 0.1006 -0.0197
H -0.0029 -0.0221 0.0014

Results
Calculated total energy: -187347.728 eV
Highest occupied orbital energy (spin up / spin down): -17.014 / -17.014 eV
2S+1: 2
Total charge: +3
ΔE to the lowest compared entry with this formula, charge and spin: 0.0 kJ/mol

2.
DFT (ωB97M-V/def2-TZVPD) results for 2 unconnected molecules or ions with the total composition C19H29Cl4NO6P in a non-equilibrium geometry.

Positions of all 60 atoms, in Å:
Cl -6.68603 -2.43177 1.89199
Cl -9.40591 -1.62387 2.49467
Cl -7.44898 0.38314 1.76389
Cl -1.98710 0.52747 3.07223
P -2.64083 -0.59411 -2.63081
O 5.52340 4.88482 1.29354
O -2.20203 -1.78877 -3.65747
O -2.14784 -1.27271 -1.17256
O 4.80463 -3.31851 -0.12070
O -0.27889 -2.48599 -1.10448
O 3.59685 4.13204 2.18874
N 1.53727 1.99399 -0.02543
C -4.39512 -0.96998 -2.36658
C 2.14210 -1.26072 -1.69544
C -2.01874 0.93934 0.41003
C 3.10300 2.92496 1.63210
C -0.24897 3.19077 1.12989
C -3.84823 -0.55233 1.38281
C 0.23960 2.00130 0.35565
C -0.79900 -1.41462 -1.01402
C 3.99823 -2.93552 -1.22051
C 2.44239 3.11839 0.26306
C 1.36074 -0.16990 -1.00341
C -0.56678 0.91206 0.00964
C 4.33764 4.93400 1.35319
C 2.82668 -2.16150 -0.65080
C 5.97326 -4.01850 -0.49834
C -0.00345 -0.17501 -0.66065
C -7.71206 -1.16347 2.57739
C 2.07683 0.95136 -0.67485
C -2.38042 -0.12830 1.46115
H 2.93582 -0.76646 -2.25885
H -4.53652 -1.58625 -1.47796
H 6.79360 -3.72259 0.15309
H 3.18713 3.14319 -0.52999
H -1.02455 2.90494 1.83106
H -3.96022 -1.62261 1.52834
H -2.19504 -1.41104 -4.54634
H 1.51462 -1.83869 -2.36242
H -4.29288 -0.29826 0.42176
H -4.80159 -1.49188 -3.22982
H 3.67543 -3.83323 -1.75731
H -2.27879 1.90086 0.83598
H 2.38264 2.51935 2.34048
H -0.64911 3.93523 0.43747
H -4.93695 -0.03654 -2.21086
H 4.59509 -2.30194 -1.88833
H 5.83262 -5.09847 -0.41090
H -4.44211 -0.05898 2.14933
H -7.44268 -1.04621 3.61840
H 3.12375 1.02997 -0.93130
H 0.54099 3.65024 1.71349
H 2.10851 -2.83331 -0.18649
H 6.26630 -3.79703 -1.52830
H 3.92754 2.21004 1.56134
H -2.64224 0.82687 -0.47278
H 1.90831 4.06227 0.22369
H 3.75344 5.66141 0.77205
H -1.76642 -1.00938 1.28431
H 3.23107 -1.51955 0.13692

Forces on the atoms, in the same order (eV/Å):
Cl -0.0724 0.0284 0.0062
Cl 0.0106 -0.0033 0.0156
Cl 0.0594 -0.0078 -0.0024
Cl 0.2818 -0.1532 0.2285
P -0.3849 0.2005 -0.2322
O -0.3189 -0.0970 0.0450
O -0.0853 0.0713 0.1136
O 0.7118 -0.3537 -0.4254
O -0.0402 0.2422 -0.0441
O -0.1141 0.3261 0.2133
O -0.4947 0.1252 -0.1736
N -0.0590 0.0001 -0.1168
C -0.1922 0.1959 0.3928
C 0.1172 -0.0111 0.4364
C -0.1680 0.1230 0.2818
C 0.3273 -0.1563 0.1597
C 0.0025 -0.0506 -0.0944
C -0.0899 0.1652 0.2550
C 0.1781 0.0742 0.2216
C -0.1261 -0.5351 0.1313
C 0.2431 -0.2861 0.4689
C 0.2287 0.2489 0.0766
C -0.1739 -0.1927 -0.2185
C -0.1623 0.2196 0.2165
C 0.7933 0.0556 -0.0771
C -0.0342 0.2047 -0.0693
C 0.1572 -0.2095 -0.0961
C 0.2248 -0.0597 -0.1738
C -0.1223 -0.0754 -0.0277
C 0.0164 -0.0183 -0.0213
C -0.4141 -0.1154 -0.9519
H -0.0984 -0.0345 -0.2219
H 0.0498 -0.1259 -0.1041
H -0.0711 0.0302 0.0987
H -0.0132 -0.0240 -0.0239
H -0.0211 -0.0154 -0.0157
H 0.0842 -0.0374 0.0484
H 0.2801 -0.1895 -0.1189
H 0.0330 -0.0080 -0.1642
H 0.0828 -0.0205 -0.0173
H 0.0032 0.0557 -0.0930
H -0.0893 0.0926 -0.2222
H -0.0487 0.1008 -0.1276
H -0.0207 0.1046 0.0822
H -0.0568 0.0659 0.0741
H -0.1155 0.0027 -0.0974
H -0.0746 -0.0128 -0.1623
H -0.0684 -0.0165 -0.0200
H 0.0092 0.0604 -0.0077
H 0.0226 0.0176 0.0029
H 0.0107 0.0893 0.0119
H 0.0226 0.0383 0.0121
H -0.0495 0.0003 0.0107
H -0.0226 0.0704 -0.0146
H -0.0439 -0.0881 -0.1103
H 0.0648 0.0012 0.0954
H -0.1856 -0.0856 -0.0143
H -0.1967 -0.0265 0.1119
H 0.1560 0.0546 0.3915
H 0.0575 -0.0557 0.0572

Results
Calculated total energy: -93320.907 eV
Highest occupied orbital energy: -11.992 eV
2S+1: 1
Total charge: +1

3.
DFT (ωB97M-V/def2-TZVPD) results for a molecular structure, C19H29CrFN5O13PS2.

Positions of all 71 atoms, in Å:
Cr -0.19248 0.91764 0.65146
S 1.94713 1.70465 1.82608
S 3.60446 1.22587 -1.13197
P 3.49267 0.97228 0.82703
F -2.51645 -5.44507 -2.03611
O 0.41112 1.78566 -1.18914
O -1.95254 0.29866 -0.23016
O 1.10473 -2.99762 -0.00385
O -0.75770 -2.31254 0.84590
O -2.81883 -5.42603 -4.82113
O -1.34519 4.71408 -0.19368
O 4.83282 1.57990 1.51006
O -0.98093 2.74373 0.78941
O -1.53425 -1.07823 -4.99110
O -3.45733 -0.92164 -1.32954
O 3.69728 -0.55414 1.25196
O -5.54851 -1.71694 3.97185
O 0.76996 -0.88761 0.26994
N -3.07084 -0.61783 3.32102
N -1.58408 -2.07082 -2.92120
N 0.36469 -2.08825 0.37681
N -2.16436 -3.24718 -4.83168
N -1.05682 0.25332 2.25026
C -1.85616 -3.19914 -2.19453
C -1.74378 -2.04157 -4.27885
C -0.62016 3.37446 -2.65325
C -4.97438 -0.71042 4.78365
C 5.64572 -1.55202 0.20355
C -5.18395 -1.53168 2.60551
C -2.25993 -4.34323 -2.76712
C 5.09507 2.96852 1.33398
C -2.45239 -4.44364 -4.19594
C -1.89855 -0.11641 2.95432
C 0.08678 3.18542 -1.31923
C -0.83980 3.59278 -0.14627
C 1.34894 4.03276 -1.22902
C 4.14076 -1.58061 0.35987
C -1.23585 -0.84201 -2.19790
C 6.31655 3.15527 0.45929
C -3.45655 -0.74261 4.71460
C -2.32310 -0.46175 -1.16295
C -3.68182 -1.60311 2.42288
H -0.25196 -0.95027 -1.74789
H 1.35931 1.63572 -1.38357
H 1.86711 3.84363 -0.28775
H -3.31489 -2.60865 2.66461
H 2.02761 3.79662 -2.05110
H 5.25482 3.38872 2.33179
H 5.96510 -0.60104 -0.22323
H -3.38972 -1.36198 1.39956
H 3.79100 -2.50848 0.81136
H 6.54731 4.21867 0.35947
H 6.14210 -1.68451 1.16633
H -5.55156 -0.55940 2.25605
H -5.31759 -0.89526 5.80321
H -2.27456 -3.23477 -5.83441
H 4.22413 3.46853 0.90246
H -5.67642 -2.32211 2.03973
H 1.05856 5.08137 -1.28463
H -3.02043 0.08185 5.27851
H 7.18153 2.65523 0.89730
H 0.06823 3.16268 -3.47397
H -1.46697 2.69177 -2.72553
H -1.17897 -0.05127 -2.94407
H 6.13135 2.73786 -0.53043
H -5.33179 0.27622 4.45880
H 3.63168 -1.46791 -0.59678
H -1.71782 -3.11905 -1.12211
H 5.96554 -2.35285 -0.46711
H -0.98650 4.39658 -2.73455
H -3.08819 -1.69077 5.13315

Forces on the atoms, in the same order (eV/Å):
Cr 0.2669 0.1146 -0.0358
S -0.1501 0.0593 -0.0107
S -0.0282 -0.0080 -0.1347
P -0.1603 -0.2079 -0.0032
F 0.0198 0.0241 0.0354
O 0.0683 -0.1573 -0.2371
O -0.1121 0.1306 -0.0957
O 0.0002 0.1393 -0.0405
O -0.0279 -0.1137 -0.1047
O 0.0205 0.0523 -0.0050
O 0.0394 0.0365 -0.0451
O 0.1625 -0.0035 0.0210
O 0.0808 -0.1453 0.1646
O -0.0134 0.0457 -0.0087
O -0.0812 -0.0996 -0.0238
O 0.0206 0.0245 0.0711
O -0.0266 0.0001 0.0930
O 0.2788 0.1261 -0.1523
N 0.0249 -0.1173 0.1146
N 0.0046 0.0469 0.1368
N -0.2073 -0.1497 0.2325
N 0.0294 0.0542 -0.0395
N 0.0383 -0.0565 0.3614
C -0.0660 -0.1364 0.0247
C -0.0236 -0.0779 -0.1126
C -0.0349 0.0213 0.0561
C -0.0127 -0.0243 0.0447
C 0.0630 -0.0255 -0.0361
C 0.0646 -0.0292 -0.1305
C 0.0197 0.0836 -0.0922
C 0.0197 0.0743 0.0972
C -0.0395 -0.0930 0.0991
C -0.1705 0.2436 -0.1382
C -0.0023 0.0134 0.0013
C -0.0776 0.0673 -0.0765
C -0.0406 0.0187 -0.0479
C -0.1137 0.0057 0.0319
C -0.1080 0.0540 -0.1881
C 0.0197 0.0608 -0.0190
C 0.0778 -0.0799 -0.0509
C 0.1863 -0.1523 0.0473
C -0.0321 -0.0322 -0.1063
H -0.0433 0.0468 0.0407
H 0.0248 0.0386 0.1827
H -0.0219 -0.0001 -0.0011
H -0.0203 0.0235 0.0034
H 0.0238 -0.0017 -0.0149
H -0.0085 0.0089 -0.0455
H -0.0212 0.0140 -0.0109
H -0.0646 0.0206 -0.0148
H 0.0343 -0.0080 -0.0332
H 0.0046 0.0250 -0.0164
H -0.0125 0.0062 0.0291
H 0.0151 -0.0099 -0.0093
H 0.0165 0.0071 -0.0143
H -0.0011 0.0038 0.0363
H 0.0221 -0.0014 -0.0176
H 0.0204 0.0280 0.0149
H 0.0137 0.0247 0.0204
H -0.0411 0.0056 0.0054
H 0.0138 -0.0362 0.0179
H 0.0291 -0.0208 -0.0211
H -0.0295 -0.0146 0.0160
H 0.0440 0.0169 0.0797
H -0.0159 -0.0025 0.0205
H 0.0263 0.0029 0.0073
H 0.0276 0.0140 -0.0080
H 0.0199 0.0091 0.0165
H -0.0008 -0.0369 -0.0091
H 0.0050 0.0190 0.0102
H -0.0377 0.0298 0.0177

Results
Calculated total energy: -116345.225 eV
Highest occupied orbital energy (spin up / spin down): -2.261 / -0.669 eV
2S+1: 3
Total charge: -2
ΔE to the lowest compared entry with this formula, charge and spin: 0.0 kJ/mol

4.
DFT (ωB97M-V/def2-TZVPD) results for C19H29FN2O5S in the gas phase.

Positions of all 57 atoms, in Å:
S -6.01329 -0.43711 2.79571
F 1.90849 2.35216 0.28694
O -4.55463 -3.18188 -0.25803
O -5.22588 -0.42023 3.99791
O 0.38707 1.21446 -2.65253
O 4.99042 -1.34579 -1.22746
O -7.14364 0.44771 2.66156
N -0.41635 1.51160 -0.52543
N -3.56431 -1.31144 -1.05474
C -5.63075 -1.08722 0.23791
C -4.97833 -0.23335 1.34886
C 2.86408 -0.45122 -2.01250
C -6.53295 -2.07533 2.33824
C -2.20799 0.37464 -1.90252
C -3.43307 -1.92367 -3.30513
C -1.49167 -0.99793 -2.03277
C -6.77486 -1.93941 0.84161
C -2.65002 -1.99907 -1.98213
C -3.68350 -0.05200 -1.81003
C 4.88309 -0.64838 -0.00087
C -4.14656 -0.54817 -3.19209
C 1.96061 1.67655 -0.94268
C 4.11013 0.65072 -0.15764
C 0.54746 1.44929 -1.46764
C -1.82000 1.12920 -0.63839
C 3.71455 -1.68213 -1.73987
C 2.71993 0.37282 -0.73286
C -4.56130 -1.97311 -0.40303
H -4.92975 0.83152 1.12924
H -2.40164 -3.00022 -1.64745
H -3.98685 -0.59362 1.62076
H 2.48102 2.32582 -1.64903
H 5.90093 -0.46038 0.33783
H 4.03674 1.15616 0.80612
H -2.77303 -1.98958 -4.16909
H 3.88915 -2.24391 -2.65634
H -0.91542 -1.07404 -2.95202
H -0.09349 1.75607 0.39694
H 2.15210 -0.21510 0.00187
H 4.65706 1.30954 -0.83985
H -0.80897 -1.15429 -1.19443
H 3.34460 0.15409 -2.78642
H -7.72761 -1.44019 0.67412
H -4.15411 -2.73842 -3.36396
H -2.43649 2.03183 -0.56650
H -3.86917 0.14702 -3.98373
H -2.05851 0.50124 0.22478
H -4.33221 0.68478 -1.34101
H -5.23117 -0.66343 -3.21299
H -6.79201 -2.91601 0.36421
H -6.04465 -0.43166 -0.52827
H -2.04170 0.99946 -2.77559
H 1.89190 -0.75360 -2.40259
H -5.71420 -2.75729 2.56922
H 3.19683 -2.34325 -1.02817
H 4.38864 -1.28934 0.74458
H -7.41588 -2.33174 2.91970

Forces on the atoms, in the same order (eV/Å):
S -0.0024 -0.0004 -0.0016
F -0.0061 0.0040 -0.0018
O -0.0033 -0.0041 -0.0021
O 0.0038 -0.0002 0.0048
O -0.0108 -0.0007 0.0085
O -0.0025 0.0045 0.0011
O -0.0043 0.0038 0.0009
N 0.0800 -0.3214 0.1116
N -0.0069 -0.0065 0.0038
C -0.0018 -0.0045 0.0036
C 0.0052 0.0034 0.0035
C 0.0007 -0.0010 -0.0140
C -0.0007 -0.0027 0.0086
C 0.0305 -0.1239 0.0685
C 0.0002 0.0028 -0.0008
C -0.0044 -0.0031 0.0018
C 0.0056 -0.0041 -0.0084
C 0.0025 -0.0021 -0.0021
C -0.0035 -0.0014 -0.0008
C 0.0003 -0.0050 0.0006
C 0.0013 -0.0014 0.0003
C 0.0305 -0.0091 0.0171
C -0.0044 0.0023 -0.0051
C -0.0437 0.1671 -0.0868
C -0.0694 0.2777 -0.1201
C -0.0008 -0.0048 -0.0005
C -0.0054 0.0118 0.0242
C 0.0119 0.0141 0.0046
H -0.0068 -0.0006 -0.0009
H -0.0013 0.0006 0.0002
H 0.0006 0.0026 -0.0044
H -0.0051 0.0013 -0.0020
H -0.0002 0.0004 -0.0002
H 0.0015 -0.0009 0.0014
H -0.0006 0.0007 -0.0013
H 0.0008 0.0003 0.0002
H 0.0006 0.0004 0.0001
H 0.0013 0.0006 0.0010
H 0.0016 -0.0044 -0.0072
H -0.0002 0.0007 0.0012
H 0.0005 0.0006 0.0006
H 0.0021 0.0009 0.0009
H 0.0006 0.0046 0.0042
H 0.0005 0.0006 0.0000
H 0.0029 0.0007 0.0010
H 0.0008 -0.0003 -0.0010
H -0.0003 -0.0032 -0.0010
H 0.0007 -0.0002 0.0008
H 0.0009 -0.0004 -0.0010
H -0.0042 0.0015 -0.0009
H 0.0045 -0.0012 -0.0064
H -0.0020 0.0001 -0.0015
H -0.0020 0.0016 0.0047
H 0.0007 -0.0012 -0.0054
H -0.0003 0.0006 -0.0008
H 0.0001 0.0000 -0.0005
H 0.0001 -0.0011 -0.0017

Results
Calculated total energy: -46944.873 eV
SMILES string: O=C(NC[C@H]1C[C@@H]2CC[C@H]1N2C(=O)[C@H]1CCS(=O)(=O)C1)[C@@H](F)C1CCOCC1
Highest occupied orbital energy: -9.743 eV
2S+1: 1
ΔE to the lowest compared entry with this formula, charge and spin: 18.1 kJ/mol